Formula: C2H5N3OS2
Source: the Open Molecules 2025 dataset
Level of theory: ωB97M-V/def2-TZVPD

E_tot ... -1115.08271 a.u.
Spin multiplicity ... 1
Energy above the lowest of the compared OMol25 structures with the same formula, charge and spin ... 0.3223 eV

Each line ends with the Löwdin charge.
Atoms and positions in Å:
H  2.4065  -0.3687  -0.3517  0.08
N  1.4169  -0.5400  -0.5564  0.13
C  0.6817  0.1432  0.2074  -0.55
N  1.0857  0.9545  1.2441  -0.36
S  0.1533  2.1392  2.0665  0.79
O  -0.6823  0.1534  0.1480  -0.07
C  -1.4749  -0.4592  -0.7935  -0.95
N  -0.8749  -1.1449  -1.7264  0.12
S  -3.1074  -0.2412  -0.6386  0.62
H  2.0986  0.9424  1.4931  0.11
H  -0.4178  1.3147  2.9646  -0.13
H  -1.4517  -1.6595  -2.3665  0.11
H  0.1662  -1.2338  -1.6904  0.09

Atoms 1-6, force components in eV/Å:
-0.4014 -0.1779 -0.2060
0.9203 -0.1044 -0.0708
-0.8895 0.4504 0.4091
1.2701 0.4310 0.6841
0.2163 -0.5988 -0.3312
0.4882 0.1044 0.1087